Record 1
Molecular formula: C5H15N3P
Method: DFT, wB97M-V/def2-TZVPD

Calculated values
HOMO	-12.2	eV
energy relative to the best compared isomer or geometry (same formula, charge and spin)	0.000	eV
gap between HOMO and LUMO	9.360	eV
E_LUMO	-2.84	eV

The geometry in ORCA input format:
```
! RIJCOSX wB97M-V def2-TZVPD def2/J DEFGRID3
* xyz 1 1
C -2.743 -0.330 0.001
C 1.963 2.634 -0.185
C 1.719 -2.863 0.121
C 2.597 1.249 -0.216
C 2.264 -1.489 -0.034
N -4.021 -0.690 -0.127
N -1.770 -1.114 -0.428
N -2.443 0.831 0.571
P 1.332 -0.103 0.035
H 2.733 3.394 -0.292
H 1.251 2.757 -0.999
H 1.447 2.806 0.758
H 0.654 -2.856 0.350
H 1.880 -3.436 -0.792
H 2.245 -3.383 0.921
H 3.347 1.159 0.574
H 3.087 1.080 -1.179
H 3.334 -1.421 -0.194
H -1.476 1.102 0.670
H -4.287 -1.556 -0.566
H -4.758 -0.096 0.214
H -1.975 -1.995 -0.871
H -0.786 -0.832 -0.324
H -3.152 1.455 0.916
*
```

***

Record 2
Molecular formula: CH5NOS
Method: DFT, wB97M-V/def2-TZVPD

Calculated values
HOMO	-9.4	eV
energy relative to the best compared isomer or geometry (same formula, charge and spin)	3.506	eV
gap between HOMO and LUMO	10.252	eV
E_LUMO	0.81	eV

The geometry in ORCA input format:
```
! RIJCOSX wB97M-V def2-TZVPD def2/J DEFGRID3
* xyz 0 1
C -0.781 0.359 -0.973
O 0.620 0.238 -0.929
N 1.058 0.080 0.589
S 0.478 -1.322 1.300
H -0.891 0.194 -2.074
H -1.168 1.385 -0.630
H -1.258 -0.262 -0.197
H 2.093 -0.071 0.620
H -0.150 -0.602 2.294
*
```

***

Record 3
Molecular formula: C21H28N2O6S
Method: DFT, wB97M-V/def2-TZVPD

Calculated values
HOMO	-8.4	eV
energy relative to the best compared isomer or geometry (same formula, charge and spin)	0.000	eV
gap between HOMO and LUMO	8.996	eV
E_LUMO	0.59	eV

The geometry in ORCA input format:
```
! RIJCOSX wB97M-V def2-TZVPD def2/J DEFGRID3
* xyz 0 1
C -5.666 -3.117 -0.666
C -6.041 -1.643 -0.688
O -4.931 -0.817 -0.328
C -4.694 -0.655 0.979
O -5.380 -1.145 1.838
C -3.473 0.197 1.281
C -3.521 1.602 0.664
C -3.230 1.573 -0.837
N -1.952 0.943 -1.077
C -0.771 1.567 -1.249
O 0.277 0.948 -1.357
C -0.771 3.089 -1.365
C 0.608 3.566 -0.964
S 0.941 2.936 0.735
O 1.486 4.038 1.487
O -0.268 2.341 1.259
C 2.210 1.684 0.585
C 3.450 2.067 0.113
C 4.461 1.132 -0.051
C 4.182 -0.188 0.270
C 2.926 -0.563 0.757
C 1.930 0.371 0.921
C 2.896 -2.038 1.023
C 4.313 -2.496 0.637
N 5.018 -1.300 0.185
C 6.311 -1.292 -0.260
C 6.998 -2.639 -0.253
O 6.868 -0.281 -0.632
C -1.945 -0.443 -0.650
C -2.170 -0.501 0.861
H -6.510 -3.713 -0.999
H -5.402 -3.415 0.346
H -4.819 -3.302 -1.323
H -6.321 -1.321 -1.694
H -6.864 -1.452 0.008
H -3.470 0.299 2.371
H -4.490 2.067 0.850
H -2.743 2.194 1.154
H -3.252 2.578 -1.255
H -3.989 0.976 -1.352
H -1.499 3.525 -0.684
H -1.007 3.383 -2.391
H 0.689 4.647 -0.913
H 1.381 3.145 -1.601
H 3.626 3.107 -0.113
H 5.433 1.414 -0.418
H 0.952 0.114 1.292
H 2.133 -2.526 0.416
H 2.673 -2.246 2.070
H 4.836 -2.935 1.493
H 4.286 -3.239 -0.165
H 8.012 -2.505 -0.620
H 6.475 -3.341 -0.899
H 7.033 -3.049 0.753
H -0.973 -0.867 -0.906
H -2.733 -0.979 -1.185
H -2.165 -1.536 1.205
H -1.352 0.039 1.343
*
```

***

Record 4
Molecular formula: C3H14O4S
Method: DFT, wB97M-V/def2-TZVPD

Calculated values
HOMO	-8.9	eV
energy relative to the best compared isomer or geometry (same formula, charge and spin)	0.932	eV
gap between HOMO and LUMO	8.870	eV
E_LUMO	-0.01	eV

The geometry in ORCA input format:
```
! RIJCOSX wB97M-V def2-TZVPD def2/J DEFGRID3
* xyz 0 1
O 1.454 0.317 1.452
C 1.646 0.132 0.054
C 1.052 1.132 -0.954
C 0.163 0.479 -1.974
S 1.127 -0.574 -3.107
H 0.692 0.862 1.687
H 2.732 0.059 -0.049
H 1.343 -0.891 -0.212
H 0.546 1.854 -0.308
H 1.873 1.754 -1.319
H -0.387 1.154 -2.624
H -0.550 -0.130 -1.421
H 0.421 -1.717 -3.127
O -2.560 -1.046 -0.054
H -2.325 -0.338 0.548
H -2.018 -1.773 0.295
O -0.887 -2.538 1.717
H -1.448 -2.222 2.427
H 0.022 -2.367 1.990
O -1.143 1.689 1.371
H -0.809 1.526 2.265
H -0.944 2.636 1.343
*
```